# 1
{"formula": "C42H32IN2O7PPdS2", "method": "the ωB97M-V functional and the def2-TZVPD basis", "elements": ["Pd", "S", "C", "C", "C", "C", "C", "C", "C", "C", "C", "N", "H", "H", "H", "H", "H", "H", "C", "C", "C", "C", "C", "C", "C", "S", "O", "O", "O", "H", "H", "H", "H", "H", "H", "H", "I", "C", "C", "C", "C", "C", "C", "C", "O", "O", "H", "H", "H", "H", "O", "C", "N", "O", "P", "C", "C", "C", "C", "C", "C", "C", "C", "C", "C", "C", "C", "C", "C", "C", "C", "C", "C", "H", "H", "H", "H", "H", "H", "H", "H", "H", "H", "H", "H", "H", "H", "H"], "coordinates": [[-1.1420, 0.9681, -0.3232], [0.3899, 3.9689, 3.0079], [1.1169, 4.5698, 1.5750], [0.8054, 3.8276, 0.4678], [-0.0191, 2.7500, 0.8397], [-0.3560, 2.6699, 2.1461], [-1.1673, 1.6097, 2.7337], [-1.3723, 1.4764, 4.1028], [-2.1784, 0.4519, 4.5632], [-2.7477, -0.4228, 3.6541], [-2.4799, -0.2483, 2.3048], [-1.7146, 0.7432, 1.8651], [1.7171, 5.4642, 1.6188], [1.1347, 4.0432, -0.5352], [-0.9073, 2.1729, 4.7868], [-2.3602, 0.3381, 5.6236], [-3.3847, -1.2358, 3.9688], [-2.8629, -0.9092, 1.5410], [-0.5552, -5.1356, -4.9926], [-0.6901, -3.7127, -4.5370], [-1.8536, -3.2560, -3.9364], [-1.9758, -1.9422, -3.5050], [-0.9142, -1.0812, -3.6894], [0.2606, -1.5071, -4.2961], [0.3677, -2.8188, -4.7102], [-0.9951, 0.5867, -3.1672], [-0.8713, 1.4261, -4.3175], [0.0937, 0.7660, -2.1565], [-2.2368, 0.7424, -2.3635], [-1.4183, -5.7327, -4.7032], [0.3340, -5.5982, -4.5641], [-0.4615, -5.1899, -6.0786], [-2.6783, -3.9412, -3.7863], [-2.8679, -1.6007, -3.0002], [1.0853, -0.8223, -4.4303], [1.2880, -3.1623, -5.1662], [-7.3635, 6.1881, -3.8296], [-5.8651, 5.0955, -2.8900], [-4.5360, 5.4133, -3.1327], [-3.5404, 4.6972, -2.4891], [-3.8808, 3.6729, -1.6140], [-5.2123, 3.3511, -1.3895], [-6.2132, 4.0642, -2.0288], [-2.8033, 2.9263, -0.9241], [-3.0962, 1.9782, -0.1079], [-1.6043, 3.1631, -1.1654], [-4.2807, 6.2099, -3.8169], [-2.4977, 4.9148, -2.6687], [-5.4568, 2.5379, -0.7221], [-7.2523, 3.8218, -1.8609], [0.0837, -2.7273, -0.8041], [-0.7485, -1.9241, -0.5595], [-1.6073, -1.1326, -0.2924], [0.8199, 0.1649, 0.7566], [1.9478, -0.6699, 1.2689], [2.9911, 0.2973, 2.3625], [2.9884, 1.6804, 2.2214], [3.8209, 2.4558, 3.0152], [4.6508, 1.8533, 3.9467], [4.6471, 0.4718, 4.0977], [3.8148, -0.3044, 3.3097], [1.3414, -2.0383, 2.2566], [0.6662, -1.7097, 3.4341], [0.0855, -2.7006, 4.2034], [0.1808, -4.0280, 3.8048], [0.8460, -4.3593, 2.6366], [1.4223, -3.3662, 1.8561], [3.0291, -1.3218, -0.0109], [4.1186, -2.1422, 0.2762], [4.9450, -2.5843, -0.7412], [4.6983, -2.1949, -2.0516], [3.6277, -1.3647, -2.3389], [2.7899, -0.9272, -1.3226], [2.3325, 2.1425, 1.4918], [3.8131, 3.5312, 2.9021], [5.3015, 2.4588, 4.5640], [5.2857, 0.0022, 4.8330], [3.7951, -1.3791, 3.4494], [0.5881, -0.6732, 3.7440], [-0.4466, -2.4403, 5.1082], [-0.2712, -4.8053, 4.4062], [0.9071, -5.3916, 2.3194], [1.8979, -3.6215, 0.9211], [4.3302, -2.4439, 1.2961], [5.7861, -3.2253, -0.5133], [5.3488, -2.5373, -2.8456], [3.4410, -1.0493, -3.3568], [1.9508, -0.2880, -1.5458]], "forces_ev_per_angstrom": [[-0.38, -0.79, -0.13], [0.07, 0.10, 0.00], [-0.10, -0.05, -0.11], [0.00, 0.07, 0.29], [-0.06, 0.45, 0.10], [-0.04, -0.23, -0.15], [0.02, 0.09, -0.05], [-0.04, 0.01, -0.02], [-0.02, -0.01, 0.01], [-0.02, -0.03, -0.12], [-0.02, 0.10, 0.07], [0.16, 0.15, 0.32], [0.02, 0.04, 0.01], [0.00, 0.02, -0.05], [0.01, 0.02, 0.01], [0.00, 0.00, 0.03], [-0.01, -0.02, 0.02], [-0.02, -0.04, 0.00], [-0.01, -0.10, -0.05], [0.04, 0.07, 0.01], [-0.07, -0.03, 0.03], [-0.04, -0.09, 0.07], [0.11, 0.01, -0.09], [0.00, -0.15, -0.02], [-0.01, -0.01, 0.02], [-0.25, 0.31, 0.39], [0.01, -0.03, 0.03], [0.26, 0.10, 0.04], [-0.06, -0.04, -0.28], [-0.02, 0.01, 0.02], [0.03, -0.01, 0.01], [0.01, 0.01, -0.01], [-0.02, -0.01, 0.00], [-0.01, 0.04, -0.01], [0.03, 0.09, -0.02], [0.02, -0.01, -0.02], [-0.10, 0.07, -0.08], [0.07, -0.06, 0.06], [0.03, -0.01, 0.01], [-0.09, -0.03, -0.01], [-0.03, 0.11, 0.22], [-0.03, 0.03, -0.05], [0.02, 0.01, -0.01], [0.21, -0.28, 0.14], [-0.12, 0.10, -0.31], [0.20, 0.21, -0.16], [0.00, 0.01, -0.01], [0.04, 0.01, 0.01], [-0.01, -0.03, 0.05], [-0.03, -0.01, 0.01], [0.17, -0.26, -0.14], [0.10, 0.13, 0.12], [-0.21, 0.03, -0.02], [0.15, 0.20, -0.43], [-0.17, -0.16, -0.01], [0.03, 0.04, 0.10], [0.03, 0.00, -0.06], [-0.02, -0.02, -0.04], [0.05, -0.01, 0.05], [-0.01, 0.05, -0.01], [0.03, -0.04, 0.07], [-0.01, -0.09, 0.15], [0.02, 0.00, -0.01], [0.00, -0.01, -0.01], [-0.01, -0.02, 0.04], [0.03, -0.02, -0.06], [-0.05, 0.00, 0.01], [-0.01, 0.12, -0.15], [0.00, -0.05, 0.17], [0.02, 0.01, -0.02], [0.01, 0.00, -0.02], [0.00, 0.01, 0.00], [0.05, -0.08, 0.02], [0.11, -0.08, 0.07], [0.02, 0.04, 0.01], [0.00, 0.01, 0.01], [0.02, -0.01, 0.03], [-0.01, 0.00, -0.02], [0.02, 0.02, -0.02], [0.00, 0.01, 0.04], [-0.02, -0.02, 0.02], [-0.01, -0.01, 0.00], [0.04, -0.02, -0.04], [-0.04, 0.01, -0.01], [0.01, -0.01, 0.01], [0.01, 0.00, -0.02], [0.00, -0.01, -0.02], [-0.13, 0.07, -0.03]], "homo_ev": [-8.54, -8.56], "homo_lumo_gap_ev": [8.5, 5.9], "de_lowest_kj_mol": 148.6, "spin_multiplicity": 5, "s_squared": 6.02, "energy_ev": -103923.2302}

=====

# 2
{"formula": "C17H34ClN2O5P", "method": "the ωB97M-V functional and the def2-TZVPD basis", "elements": ["H", "N", "C", "C", "C", "C", "Cl", "C", "O", "C", "C", "C", "C", "P", "O", "O", "C", "C", "O", "C", "C", "O", "C", "N", "C", "C", "C", "H", "H", "H", "H", "H", "H", "H", "H", "H", "H", "H", "H", "H", "H", "H", "H", "H", "H", "H", "H", "H", "H", "H", "H", "H", "H", "H", "H", "H", "H", "H", "H", "H"], "coordinates": [[5.1201, -0.8583, -1.5884], [5.1089, 0.1630, -1.5719], [3.9856, 0.5909, -1.1597], [3.7412, 2.0715, -1.0744], [2.8364, -0.3089, -0.7519], [2.0350, -0.8813, -1.9288], [0.9427, 0.4490, -2.5554], [1.1585, -2.0558, -1.4832], [0.5602, -1.8715, -0.2313], [-0.7017, -1.2087, -0.2145], [-1.4788, -1.6820, 0.9943], [-0.6945, -1.4853, 2.2971], [-1.5921, -1.2689, 3.5190], [-2.5171, 0.2777, 3.4097], [-2.0016, 1.2775, 2.4695], [-2.5817, 0.8608, 4.8967], [-3.1571, 0.1128, 5.9793], [-3.6149, 1.0833, 7.0441], [-4.0068, -0.2181, 3.0961], [-4.8999, 0.6494, 2.3596], [-5.3945, 1.8327, 3.1850], [2.8400, -1.4007, -2.9362], [3.3641, -0.5629, -3.9547], [2.5231, -0.6345, -5.1171], [2.7423, 0.1415, -6.0935], [1.8210, 0.0523, -7.2858], [3.8515, 1.1652, -6.1559], [3.4315, 2.3496, -0.0650], [2.9230, 2.3543, -1.7413], [4.6422, 2.6159, -1.3458], [2.1459, 0.2243, -0.1012], [3.2243, -1.1608, -0.1876], [1.8246, -2.9168, -1.4102], [0.4208, -2.2534, -2.2666], [-0.5635, -0.1246, -0.1544], [-1.2394, -1.4309, -1.1421], [-2.4075, -1.1061, 1.0227], [-1.7443, -2.7351, 0.8737], [-0.0201, -0.6333, 2.1958], [-0.0693, -2.3604, 2.4768], [-2.2910, -2.0987, 3.6421], [-0.9860, -1.2102, 4.4262], [-2.3898, -0.5610, 6.3696], [-3.9890, -0.4904, 5.6103], [-2.7688, 1.5497, 7.5471], [-4.2238, 0.5700, 7.7884], [-4.2122, 1.8744, 6.5910], [-4.3691, 0.9865, 1.4697], [-5.7165, -0.0007, 2.0549], [-4.8812, 2.7532, 2.9133], [-6.4676, 1.9748, 3.0628], [-5.2023, 1.6565, 4.2429], [4.3618, -0.9562, -4.1620], [3.4667, 0.4589, -3.5837], [2.0695, 0.7851, -8.0519], [0.7919, 0.2098, -6.9645], [1.8768, -0.9445, -7.7240], [4.6960, 0.9075, -5.5203], [4.2066, 1.2825, -7.1792], [3.4701, 2.1390, -5.8350]], "forces_ev_per_angstrom": [[-0.02, 0.01, 0.05], [-0.09, 0.05, 0.15], [0.07, 0.07, 0.03], [0.04, -0.04, -0.05], [0.02, 0.00, 0.00], [0.14, 0.10, -0.06], [-0.02, 0.00, -0.06], [-0.05, 0.16, -0.02], [-0.03, -0.18, 0.05], [0.02, 0.00, -0.03], [0.08, 0.06, 0.05], [-0.04, -0.07, -0.02], [0.07, 0.03, -0.01], [-0.09, -0.04, 0.13], [0.06, 0.03, -0.03], [-0.03, 0.06, -0.05], [0.11, -0.05, 0.00], [-0.01, 0.06, -0.04], [0.04, 0.01, -0.01], [0.06, -0.01, -0.04], [0.05, -0.03, 0.06], [-0.09, -0.18, 0.03], [-0.09, 0.20, -0.02], [-0.05, -0.02, -0.09], [0.09, -0.07, 0.03], [-0.01, 0.01, 0.03], [-0.02, -0.02, -0.02], [0.01, -0.01, 0.01], [0.00, -0.01, 0.02], [0.01, 0.00, 0.00], [-0.01, -0.05, 0.05], [0.05, -0.02, -0.06], [0.02, 0.00, 0.06], [0.01, -0.01, -0.01], [0.02, -0.01, -0.02], [-0.04, 0.02, 0.01], [-0.02, -0.03, -0.03], [-0.05, 0.00, 0.01], [-0.05, 0.05, -0.01], [0.06, 0.03, -0.02], [-0.05, 0.02, 0.03], [0.02, -0.03, -0.01], [-0.05, -0.05, 0.03], [-0.03, 0.04, -0.02], [0.02, -0.01, -0.03], [0.03, -0.02, 0.02], [-0.06, -0.03, 0.02], [-0.06, 0.02, -0.03], [-0.02, -0.01, 0.04], [0.03, 0.00, 0.00], [0.01, 0.04, -0.06], [-0.07, -0.06, 0.03], [0.01, 0.01, -0.02], [-0.01, -0.05, -0.09], [-0.01, 0.01, 0.01], [-0.01, -0.01, -0.01], [0.01, 0.00, 0.00], [0.01, 0.02, 0.02], [0.00, -0.01, 0.00], [-0.01, 0.00, 0.01]], "homo_ev": -9.36, "homo_lumo_gap_ev": 10.1, "energy_ev": -53211.0992}

=====

# 3
{"formula": "C27H33O2Pt", "method": "the ωB97M-V functional and the def2-TZVPD basis", "elements": ["O", "C", "C", "H", "H", "C", "H", "H", "C", "H", "H", "H", "C", "H", "H", "H", "Pt", "C", "C", "C", "H", "C", "C", "H", "H", "H", "H", "C", "C", "C", "H", "C", "C", "H", "H", "H", "H", "O", "C", "C", "H", "H", "C", "H", "H", "C", "H", "H", "H", "H", "C", "C", "C", "C", "C", "C", "C", "C", "H", "H", "H", "H", "H"], "coordinates": [[-0.8530, -0.5586, -2.5339], [-1.0517, 0.7636, -3.1832], [-0.5908, 0.3369, -4.5643], [-0.4557, 1.4865, -2.5906], [-2.1069, 1.1238, -3.2314], [-0.5180, -1.0588, -3.8957], [0.3482, 0.7750, -4.9072], [-1.3624, 0.3727, -5.3424], [0.8240, -1.7239, -4.0409], [1.6669, -1.0687, -3.7740], [0.9621, -2.0081, -5.1005], [0.8421, -2.6519, -3.4521], [-1.6014, -1.9612, -4.4650], [-2.5359, -1.4042, -4.5732], [-1.7641, -2.8423, -3.8367], [-1.2925, -2.3223, -5.4534], [-0.8549, -0.4076, 0.2156], [-3.1262, -1.3454, 2.5013], [-2.9187, 0.0197, 2.2350], [-2.8891, 0.2177, 0.7910], [-2.8466, 0.8259, 2.9651], [-2.9438, -1.1442, 0.1798], [-3.1554, -2.0676, 1.2773], [-3.3912, -3.1212, 1.1576], [-3.3337, -1.7865, 3.4844], [-3.1982, 1.1119, 0.2393], [-3.0656, -1.3576, -0.8830], [0.2581, -2.9170, 2.2384], [-0.4986, -3.1876, 1.0842], [0.0050, -2.3648, -0.0199], [-1.2181, -3.9809, 0.9795], [1.1781, -1.6241, 0.5481], [1.1876, -1.8779, 1.9477], [1.8014, -1.3541, 2.6784], [0.2301, -3.4745, 3.1739], [-0.1339, -2.5471, -1.0917], [2.0129, -1.2403, -0.0437], [2.3678, 1.1573, -3.2779], [2.4073, 0.6442, -1.9110], [1.6878, 1.6013, -0.9731], [3.4670, 0.5726, -1.5784], [1.9438, -0.3452, -1.8938], [1.3985, 2.8521, -1.8162], [2.3024, 1.7974, -0.0959], [0.7289, 1.1953, -0.6114], [2.0315, 2.5511, -3.2184], [1.8133, 3.7647, -1.3578], [0.3152, 2.9686, -1.9623], [2.9447, 3.1736, -3.3775], [1.3034, 2.7803, -4.0250], [-0.1000, 0.7852, 1.5293], [0.3008, 1.2345, 2.6165], [0.6621, 1.5265, 3.9754], [-0.1332, 2.3650, 4.8019], [0.1752, 2.5583, 6.1501], [1.3536, 2.0165, 6.6945], [2.1025, 1.1165, 5.9233], [1.7975, 0.9342, 4.5625], [-1.0125, 2.8271, 4.3471], [-0.4983, 3.1565, 6.7733], [1.6694, 2.2636, 7.7250], [2.9451, 0.5658, 6.3596], [2.4160, 0.3016, 3.9265]], "forces_ev_per_angstrom": [[-0.10, 0.74, -2.92], [-0.49, 0.89, 1.42], [0.05, -0.38, 0.55], [-0.45, -0.41, -0.77], [0.50, -0.52, 0.59], [0.12, -0.26, -0.88], [-0.05, -0.25, 0.11], [0.24, 0.22, 0.17], [0.56, -0.40, 0.16], [-0.45, -0.27, 0.01], [-0.10, 0.13, 0.37], [0.20, 0.19, -0.02], [-0.13, -0.19, 0.24], [-0.03, -0.18, 0.11], [-0.04, 0.13, 0.05], [-0.08, 0.16, 0.09], [-0.16, -0.70, 1.06], [-0.44, -0.09, -0.50], [-0.94, -0.36, -0.31], [0.37, -1.20, -1.09], [0.02, -0.34, -0.22], [-0.19, 1.14, 0.72], [-0.23, 0.73, 0.42], [0.19, 0.19, 0.11], [0.44, 0.23, -0.44], [0.26, -0.24, 0.45], [-0.38, 0.07, 0.34], [0.03, 0.18, -0.68], [1.39, 0.00, 0.30], [1.71, 0.15, 0.48], [-0.17, 0.04, 0.02], [-1.91, -0.34, -1.38], [0.10, -1.11, 0.05], [-0.06, -0.33, -0.27], [-0.41, 0.45, -0.11], [0.15, -0.31, 0.51], [-0.51, 0.13, 0.38], [-0.49, 0.42, 1.05], [0.73, 0.02, -0.09], [-0.51, 0.21, -0.35], [-0.42, -0.19, -0.43], [0.16, 0.15, -0.18], [0.35, 0.06, -0.66], [-0.13, 0.12, 0.01], [0.62, 0.03, -0.15], [0.09, 0.44, 0.29], [-0.23, -0.28, -0.32], [0.41, 0.31, 0.36], [-0.47, -0.42, 0.02], [0.48, -0.19, 0.28], [0.99, 1.85, 2.62], [-0.49, -0.36, -1.10], [-0.01, 0.31, 0.19], [0.06, -0.44, -0.02], [0.43, 0.24, -0.31], [-0.25, -0.44, 0.24], [0.03, 0.46, -0.59], [-0.14, -0.11, 0.52], [0.19, -0.18, 0.26], [0.37, -0.07, -0.24], [-0.38, -0.34, -0.61], [-0.23, 0.42, -0.18], [-0.12, 0.06, 0.30]], "homo_ev": [-2.64, -3.49], "homo_lumo_gap_ev": [5.3, 6.1], "de_lowest_kj_mol": 45.2, "spin_multiplicity": 3, "charge": -1, "s_squared": 2.06, "energy_ev": -35869.3547}